The following is a DFT calculation (ωB97M-V with the def2-TZVPD basis set) of a 10-piece molecular cluster, C37H92N4O10 overall.

Geometry (Å):
1 C 0.867 1.732 -3.666
2 C -0.107 0.813 -4.472
3 C -1.504 0.601 -3.677
4 C -2.359 1.871 -3.855
5 C -2.574 2.132 -5.384
6 C -1.238 2.457 -6.146
7 N -0.310 1.348 -5.833
8 O 0.916 1.464 -6.524
9 C -1.543 2.423 -7.686
10 C -0.840 3.860 -5.725
11 C 0.400 -0.610 -4.642
12 H 0.477 2.748 -3.730
13 H 1.894 1.741 -4.029
14 H 0.860 1.471 -2.607
15 H -2.042 -0.288 -4.005
16 H -1.275 0.580 -2.612
17 H -1.990 2.721 -3.281
18 H -3.382 1.774 -3.492
19 H -3.204 3.021 -5.392
20 H -3.043 1.311 -5.927
21 H -2.431 3.025 -7.879
22 H -0.671 2.725 -8.267
23 H -1.740 1.415 -8.053
24 H -1.549 4.593 -6.110
25 H -0.850 4.021 -4.648
26 H 0.187 4.176 -5.903
27 H 0.215 -1.269 -3.794
28 H 1.467 -0.589 -4.864
29 H -0.159 -1.117 -5.428
30 H 1.266 2.293 -6.192
31 C -3.522 1.607 -0.729
32 C -2.860 1.632 0.633
33 C -1.311 1.455 0.551
34 C -0.536 2.693 0.053
35 C -0.794 3.794 1.053
36 C -2.266 4.156 1.217
37 N -3.122 2.925 1.392
38 O -4.406 3.108 1.811
39 C -2.394 4.939 2.520
40 C -2.773 5.047 0.087
41 C -3.359 0.489 1.491
42 H -3.209 2.372 -1.438
43 H -4.583 1.843 -0.657
44 H -3.379 0.627 -1.184
45 H -0.872 1.237 1.525
46 H -1.118 0.543 -0.014
47 H -0.979 2.979 -0.901
48 H 0.525 2.472 -0.063
49 H -0.198 4.655 0.752
50 H -0.540 3.470 2.062
51 H -2.312 4.251 3.362
52 H -1.697 5.772 2.612
53 H -3.376 5.378 2.693
54 H -2.055 5.760 -0.318
55 H -2.917 4.497 -0.843
56 H -3.710 5.529 0.368
57 H -3.034 0.600 2.525
58 H -2.918 -0.432 1.110
59 H -4.441 0.359 1.521
60 H -4.295 3.005 2.759
61 C -3.014 -2.959 2.331
62 C -2.748 -3.975 3.503
63 C -1.438 -4.810 3.176
64 C -0.148 -4.120 3.474
65 C -0.154 -3.523 4.914
66 C -1.381 -2.609 5.238
67 N -2.627 -3.264 4.830
68 O -3.773 -2.479 5.129
69 C -1.348 -2.446 6.780
70 C -1.114 -1.256 4.537
71 C -3.891 -4.981 3.610
72 H -3.301 -3.597 1.495
73 H -2.208 -2.271 2.075
74 H -3.859 -2.277 2.418
75 H -1.404 -5.739 3.744
76 H -1.415 -5.116 2.130
77 H -0.040 -3.277 2.792
78 H 0.704 -4.785 3.334
79 H 0.743 -2.910 5.006
80 H -0.006 -4.405 5.537
81 H -0.526 -1.808 7.106
82 H -2.260 -1.936 7.090
83 H -1.361 -3.440 7.228
84 H -0.882 -1.472 3.494
85 H -2.024 -0.659 4.477
86 H -0.290 -0.764 5.055
87 H -3.998 -5.533 2.676
88 H -4.854 -4.490 3.748
89 H -3.878 -5.620 4.494
90 H -4.103 -2.940 5.904
91 C 3.861 -1.744 -2.954
92 C 4.768 -0.558 -3.166
93 C 4.805 0.420 -1.959
94 O 3.445 0.761 -1.639
95 C 3.211 2.146 -1.383
96 N 6.106 -0.974 -3.597
97 H 3.824 -2.441 -3.791
98 H 2.852 -1.340 -2.871
99 H 4.096 -2.278 -2.033
100 H 4.348 0.004 -4.001
101 H 5.362 1.295 -2.295
102 H 5.314 0.044 -1.072
103 H 3.680 2.802 -2.117
104 H 3.579 2.317 -0.371
105 H 2.139 2.341 -1.395
106 H 6.587 -0.187 -4.009
107 H 5.873 -1.501 -4.427
108 C 2.087 -4.692 -0.043
109 O 0.868 -4.911 -0.688
110 H 2.827 -5.070 -0.749
111 H 2.273 -3.633 0.133
112 H 2.264 -5.271 0.863
113 H 0.204 -4.238 -0.520
114 C 2.378 -0.011 4.612
115 O 2.379 0.895 5.701
116 H 2.220 -1.036 4.948
117 H 1.533 0.211 3.961
118 H 3.287 0.082 4.017
119 H 3.220 0.764 6.145
120 C -1.990 -2.344 -1.309
121 O -0.883 -2.681 -0.626
122 H -2.973 -2.680 -0.979
123 H -2.071 -1.260 -1.235
124 H -1.994 -2.559 -2.378
125 H -0.250 -1.964 -0.537
126 C 3.080 3.478 3.048
127 O 3.986 4.289 2.294
128 H 3.260 3.977 4.000
129 H 2.029 3.623 2.798
130 H 3.348 2.423 3.086
131 H 4.005 5.168 2.679
132 C 5.484 -3.820 0.176
133 O 5.224 -2.444 0.311
134 H 4.583 -4.306 0.551
135 H 5.760 -4.134 -0.831
136 H 6.246 -4.170 0.872
137 H 5.874 -2.051 -0.275
138 C 1.888 -0.523 0.911
139 O 1.217 -0.415 -0.302
140 H 2.041 0.488 1.288
141 H 1.301 -1.119 1.610
142 H 2.869 -0.996 0.871
143 H 1.890 0.077 -0.777

Computed properties:
- ⟨S²⟩ = 0.7543
- net charge = +1
- highest occupied orbital energy (spin up / spin down) (eV) = -10.10 / -10.10
- Kohn-Sham gap (spin up / spin down) (eV) = 7.6 / 3.7
- 2S+1 = 2
- total energy (eV) = -66280.84591

Here are the Mulliken charges for atoms 1 to 2, given in e:
1. C -0.362
2. C 1.826

***

The following is a DFT calculation (ωB97M-V with the def2-TZVPD basis set) of one molecule with the formula C4H10O.

Geometry (Å):
1 C -1.627 0.305 0.445
2 C -0.379 -0.529 0.766
3 C 0.745 -0.476 -0.279
4 C 1.399 0.912 -0.394
5 O 0.240 -0.868 -1.529
6 H -2.394 0.180 1.203
7 H -2.106 0.052 -0.525
8 H -1.479 1.384 0.357
9 H -0.712 -1.535 0.981
10 H 0.037 -0.246 1.775
11 H 1.586 -1.148 -0.001
12 H 2.283 0.874 -1.095
13 H 0.690 1.587 -0.870
14 H 1.685 1.327 0.617
15 H 0.031 -1.818 -1.450

Computed properties:
- structure (SMILES) = CC[C@H](C)O
- highest occupied orbital energy (eV) = -10.19
- Kohn-Sham gap (eV) = 11.1
- total energy (eV) = -6357.40067

Here are the Mulliken charges for atoms 1 to 2, given in e:
1. C -1.141
2. C -0.457

***

The following is a DFT calculation (ωB97M-V with the def2-TZVPD basis set) of one molecule with the formula FIO3S.

Geometry (Å):
1 O -1.040 0.425 0.931
2 O 0.854 -1.089 0.330
3 O -0.286 -0.004 -1.471
4 F 0.869 1.367 0.181
5 S 0.050 -0.031 -0.074
6 I -2.690 0.184 0.060

Computed properties:
- highest occupied orbital energy (eV) = -10.66
- Kohn-Sham gap (eV) = 9.2
- total energy (eV) = -27793.52551

Here are the Mulliken charges for atoms 1 to 2, given in e:
1. O -0.401
2. O -0.483

***

The following is a DFT calculation (ωB97M-V with the def2-TZVPD basis set) of one molecule with the formula C6H15N3O.

Geometry (Å):
1 C 2.248 -0.500 -3.658
2 C 2.303 0.196 -2.321
3 C 1.007 -0.063 -1.553
4 C 0.961 0.239 -0.113
5 C -0.444 0.145 0.526
6 N -0.527 0.881 1.771
7 N -0.187 0.312 3.012
8 N -1.544 0.766 2.742
9 O -2.385 -0.391 2.630
10 C -3.591 -0.029 3.166
11 H 1.646 -1.431 -3.840
12 H 1.749 0.230 -4.339
13 H 3.148 -0.720 -4.071
14 H 2.717 1.291 -2.369
15 H 3.133 -0.189 -1.664
16 H 0.851 -1.135 -1.789
17 H 0.149 0.414 -2.067
18 H 1.640 -0.340 0.411
19 H 1.331 1.242 0.021
20 H -1.268 0.660 -0.182
21 H -0.775 -0.934 0.659
22 H -0.289 -0.751 3.134
23 H -4.206 -1.018 3.301
24 H -4.108 0.698 2.476
25 H -3.558 0.429 4.117

Computed properties:
- structure (SMILES) = CCCCCn1[nH]n1OC
- highest occupied orbital energy (eV) = -8.93
- Kohn-Sham gap (eV) = 9.9
- total energy (eV) = -12976.65583

Here are the Mulliken charges for atoms 1 to 2, given in e:
1. C -1.297
2. C -0.330

***

Number 1: F_max 3.5 eV/Å, molar mass 753.16 g/mol. Number 2: F_max 1.5 eV/Å, molar mass 74.12 g/mol. Number 3: F_max 5.4 eV/Å, molar mass 225.97 g/mol. Number 4: F_max 3.7 eV/Å, molar mass 145.21 g/mol.